Density functional theory data (ωB97M-V/def2-TZVPD) for a molecular structure, C60H174N10O32.

Computed properties:
* HOMO-LUMO gap: 0.2685 Eh
* total energy: -5343.34529 Eh
* max |F|: 6.72 eV Å⁻¹
* highest occupied orbital energy: -0.27675 Eh
* energy relative to the best compared isomer or geometry (same formula, charge and spin): 49.881 eV
* E_LUMO: -0.224 eV

Last column: Mulliken charge in e.
Positions of all 276 atoms, in Å:
C 5.309110 -3.789480 0.256287  -0.467
O 3.969450 -3.919828 0.608841  -0.373
C 3.693727 -3.330330 1.831988  -0.433
C 2.272123 -3.669455 2.119585  -1.190
N 1.302969 -2.895207 1.341908  -0.331
C -0.097929 -3.299014 1.537295  0.219
C -0.975498 -2.355829 0.655718  0.622
O -0.827337 -2.640040 -0.681232  -0.328
C -1.579695 -1.760868 -1.491441  -0.452
H 5.419701 -4.168490 -0.759688  0.164
H 5.925068 -4.299837 0.996713  0.519
H 5.591394 -2.742546 0.367398  -0.136
H 3.921798 -2.265697 1.883385  -0.162
H 4.249132 -3.800696 2.643397  0.641
H 1.906128 -3.440411 3.120434  0.904
H 2.229055 -4.757239 2.065234  0.523
H 1.404571 -2.977112 0.340379  -1.315
H -0.324998 -3.226853 2.600938  -1.427
H -0.348388 -4.322872 1.259660  0.441
H -0.778810 -1.291266 0.782699  0.335
H -1.977239 -2.573522 1.026171  0.367
H -1.279700 -0.714593 -1.432978  1.323
H -2.664317 -1.855069 -1.438403  -1.202
H -1.396937 -1.875601 -2.559876  1.004
C 3.315533 -0.402440 -1.531422  -0.241
O 2.564713 0.154291 -0.454066  -0.489
C 1.980125 1.431170 -0.740234  1.158
C 1.205833 1.968175 0.556348  -2.174
N 0.078425 1.122859 0.863510  0.993
C -0.580315 1.510004 2.146250  -1.295
C -2.019383 0.989930 2.225216  1.065
O -1.984513 -0.369841 2.628854  1.206
C -3.206505 -1.045706 2.399110  2.309
H 4.161845 0.280272 -1.607273  0.325
H 2.779364 -0.486735 -2.476692  -0.899
H 3.659984 -1.415291 -1.322678  0.154
H 1.242378 1.376177 -1.540732  -0.510
H 2.762798 2.113029 -1.072787  0.008
H 0.848820 2.982037 0.375465  1.354
H 1.862132 2.072438 1.420349  0.180
H 0.307825 0.140763 0.917937  -0.192
H -0.568422 2.586396 2.317563  -1.633
H 0.037127 1.042534 2.913272  -0.824
H -2.406216 1.043396 1.207573  0.957
H -2.637865 1.486016 2.973205  0.120
H -3.689138 -0.734356 1.472699  0.805
H -3.854602 -0.828319 3.248122  -0.839
H -3.014856 -2.118554 2.380016  -1.347
C -3.396777 4.459169 3.925146  -0.732
O -1.952576 4.484334 3.779498  -0.166
C -1.444646 4.788958 2.483358  -0.374
C 0.066111 4.804746 2.280609  0.543
N 0.734230 5.823768 2.962004  -0.117
C 0.694494 5.709289 4.399630  -0.048
C 1.310649 6.935700 5.068377  -0.740
O 1.207109 6.785155 6.505521  -0.363
C 2.166828 5.947751 7.098953  -0.546
H -3.933397 4.141067 3.031303  0.316
H -3.622710 5.520113 4.032234  0.526
H -3.728364 3.948447 4.829199  -0.173
H -1.921604 5.718301 2.172005  0.827
H -1.787965 4.041972 1.767646  0.069
H 0.224149 4.865864 1.203853  -0.629
H 0.475868 3.849983 2.610200  -0.437
H 0.336075 6.700691 2.657750  0.363
H 1.402268 4.909840 4.618771  0.619
H -0.218042 5.463267 4.942628  0.392
H 0.699959 7.770516 4.724540  0.396
H 2.331848 7.202309 4.796007  0.383
H 2.432983 5.029827 6.574854  0.155
H 1.921098 5.654011 8.119451  0.266
H 3.118857 6.478430 7.109566  0.367
C 1.595474 2.629505 5.302092  -0.704
O 0.426717 1.850358 5.657861  -0.654
C -0.379721 1.457902 4.572749  -0.270
C -1.693706 0.855830 5.059525  -0.461
N -2.528953 1.986644 5.528867  -0.020
C -3.602499 1.421893 6.319299  -0.606
C -4.599776 2.444996 6.888884  -0.744
O -5.737121 1.846607 7.574857  -0.409
C -6.591668 2.809708 8.082164  -0.756
H 1.356949 3.649751 5.001593  -0.558
H 2.272105 2.202241 4.562004  0.073
H 2.258955 2.703332 6.163743  0.552
H 0.145473 0.631903 4.093165  0.837
H -0.660691 2.266890 3.898438  0.502
H -1.609527 0.016986 5.750425  1.070
H -2.191536 0.374353 4.217841  0.091
H -1.865521 2.558806 6.031448  0.457
H -3.100426 0.967829 7.173612  0.734
H -4.180102 0.650260 5.810318  -0.256
H -4.883342 3.177680 6.133325  0.423
H -4.077415 3.071482 7.611898  0.541
H -6.027940 3.678700 8.421533  0.335
H -7.092071 2.459661 8.985028  0.279
H -7.354468 3.141983 7.378008  0.275
C 0.176110 -4.120662 4.334348  -1.163
O -1.092406 -4.500292 4.478366  -0.505
C -1.938288 -3.482658 3.941848  0.664
C -3.372095 -3.994049 3.762227  -1.058
N -3.493386 -4.762926 2.539227  -0.067
C -4.937488 -5.153314 2.330655  -0.449
C -5.148020 -6.225544 1.218265  -0.787
O -4.432573 -7.468957 1.631181  -0.306
C -4.624187 -8.597598 0.753223  -0.838
H 0.457042 -3.070016 4.407273  0.450
H 0.694978 -4.347227 3.402926  0.438
H 0.810726 -4.657873 5.039170  0.451
H -1.495302 -2.975225 3.084893  -0.065
H -2.069601 -2.707145 4.696465  -0.150
H -4.033912 -3.129212 3.715791  0.459
H -3.733137 -4.555328 4.624039  0.775
H -3.058980 -5.647931 2.758662  0.520
H -5.440152 -4.253347 1.976398  0.134
H -5.460473 -5.527005 3.210968  0.473
H -4.763146 -5.944870 0.237856  0.274
H -6.212574 -6.369577 1.033663  0.551
H -5.703513 -8.736181 0.816021  0.354
H -4.058937 -9.480142 1.052731  0.245
H -4.575487 -8.487887 -0.330144  0.324
C 10.068047 -0.333654 -0.923012  -0.897
O 8.760515 -0.076715 -0.570119  -0.210
C 7.764471 -0.742207 -1.412132  -1.550
C 6.382618 -0.719986 -0.685927  1.340
N 6.157621 0.615365 -0.188196  -0.425
C 5.051227 0.594343 0.790360  -0.303
C 4.923742 2.018730 1.401411  -0.398
O 6.231689 2.300020 1.959752  -0.340
C 6.278239 3.267981 3.035566  -0.851
H 10.424635 -1.318743 -1.223943  0.342
H 10.687587 -0.034908 -0.077423  0.246
H 10.313288 0.159876 -1.863420  0.342
H 8.006816 -1.791454 -1.580791  0.444
H 7.650299 -0.292193 -2.398317  0.450
H 6.345301 -1.454458 0.118604  0.234
H 5.675481 -1.055524 -1.444528  -0.443
H 5.783317 1.254685 -0.874682  0.013
H 5.266764 -0.156102 1.550943  0.789
H 4.136521 0.382526 0.236703  0.578
H 4.241162 1.977088 2.250203  -0.201
H 4.504746 2.700767 0.661577  0.222
H 5.641962 2.950230 3.861566  0.302
H 5.954638 4.295281 2.868065  0.315
H 7.293830 3.300584 3.430041  0.303
C -1.103478 0.767147 -2.644366  -0.426
O -0.422971 -0.250105 -3.305787  -0.866
C 0.791930 0.164592 -3.955455  -0.852
C 1.263828 -0.932904 -4.955271  -0.119
N 0.483393 -1.020143 -6.156800  -0.307
C 0.631712 -2.336600 -6.814982  -0.194
C -0.342807 -2.563581 -7.928191  -0.922
O -1.722159 -2.801107 -7.511559  -0.229
C -2.497517 -3.706235 -8.217171  -0.823
H -1.426818 1.520880 -3.362309  1.340
H -0.440168 1.227203 -1.911934  0.609
H -2.053664 0.473629 -2.198167  0.334
H 1.513494 0.295628 -3.149063  0.897
H 0.678908 1.085618 -4.527337  1.999
H 1.421681 -1.873173 -4.427000  0.837
H 2.250025 -0.572353 -5.247704  -0.401
H -0.517164 -0.904634 -6.081628  0.550
H 0.543386 -3.060730 -6.005085  0.238
H 1.630542 -2.354242 -7.251011  -0.133
H 0.080328 -3.415000 -8.461246  0.482
H -0.447554 -1.736255 -8.630097  0.384
H -3.559110 -3.796180 -7.986905  0.206
H -2.060167 -4.696728 -8.091690  0.340
H -2.431660 -3.427114 -9.268761  0.322
C 3.093922 4.683657 -4.823972  -0.451
O 2.776576 3.504908 -5.478767  -0.562
C 2.607814 2.268076 -4.707729  -0.960
C 1.752497 2.213184 -3.431509  -0.314
N 0.522981 2.844033 -3.865160  0.487
C -0.339111 3.058927 -2.733032  0.365
C -1.623936 3.841905 -3.122982  -0.690
O -1.525571 5.240902 -3.563311  -0.554
C -1.005532 6.170166 -2.608292  -0.456
H 3.993483 4.601933 -4.213872  0.089
H 2.197966 4.942803 -4.259880  0.152
H 3.268263 5.432386 -5.596690  0.298
H 3.626636 2.046249 -4.390100  0.520
H 2.328269 1.484817 -5.412323  -0.390
H 2.183760 2.747683 -2.585101  0.499
H 1.693801 1.153973 -3.181058  0.552
H 0.738919 3.760931 -4.229523  0.880
H 0.194361 3.501439 -1.891794  0.642
H -0.619680 2.121059 -2.253673  -0.359
H -2.298373 3.839195 -2.266701  0.225
H -2.191878 3.282857 -3.866622  0.312
H -0.942516 5.771282 -1.595861  -0.149
H -1.671111 7.033007 -2.583921  0.381
H -0.025286 6.435083 -3.004580  0.272
C 0.925833 -2.873890 -2.124018  -0.845
O 1.869070 -3.120920 -3.075544  -0.376
C 3.044515 -2.300503 -2.928012  -0.251
C 3.974462 -2.623006 -4.123821  -0.949
N 4.325727 -4.064202 -4.136211  -0.249
C 5.190521 -4.519323 -5.234622  -0.889
C 4.379344 -4.695151 -6.542009  -0.543
O 4.049277 -3.464186 -7.113852  -0.333
C 2.863772 -3.524739 -7.806528  -0.914
H 0.149559 -3.608693 -2.337519  1.141
H 0.588082 -1.844290 -2.242003  -0.093
H 1.261251 -3.030815 -1.098845  0.145
H 3.548826 -2.494665 -1.981406  0.216
H 2.685663 -1.274644 -2.844725  0.738
H 4.802122 -1.913949 -4.141848  0.435
H 3.372756 -2.298240 -4.972688  0.005
H 3.545415 -4.662625 -3.905802  0.275
H 5.733198 -5.427007 -4.970580  0.433
H 5.962735 -3.763936 -5.380123  0.310
H 3.590867 -5.444368 -6.470660  0.380
H 4.984560 -5.273033 -7.240487  0.502
H 2.811524 -4.219677 -8.644638  0.357
H 2.570483 -2.498457 -8.027520  0.358
H 2.070213 -3.789358 -7.107712  0.417
C -3.873275 -3.095619 0.958795  -0.259
O -5.230460 -3.155439 0.906703  -0.402
C -5.898993 -1.944533 1.205361  0.642
C -5.709129 -0.957874 0.080227  1.322
N -6.595578 -1.217274 -1.065727  -0.458
C -6.165448 -0.343787 -2.187832  0.016
C -6.730711 -0.865465 -3.586672  -0.824
O -6.284045 -2.203702 -3.875108  -0.444
C -4.968218 -2.455675 -4.273615  -0.476
H -3.609357 -4.115496 1.238636  0.868
H -3.520178 -2.451221 1.763881  -1.013
H -3.290037 -2.778454 0.094297  -1.195
H -5.571655 -1.485022 2.137986  -0.303
H -6.961061 -2.115826 1.380793  0.753
H -4.641050 -0.982005 -0.135937  -0.929
H -5.749110 0.076516 0.421602  -0.527
H -6.410994 -2.171795 -1.339434  0.445
H -5.090524 -0.287949 -2.359640  -0.339
H -6.435452 0.709213 -2.107943  0.324
H -6.369495 -0.167408 -4.341888  0.418
H -7.814943 -0.904663 -3.481781  0.393
H -4.304064 -2.598365 -3.421181  0.109
H -4.537094 -1.680911 -4.907625  0.300
H -5.053905 -3.290127 -4.969636  0.289
O -1.176002 3.899543 -0.232500  -0.626
H -0.287086 4.210566 -0.403707  -1.837
H -1.216766 3.043155 -0.658155  -0.497
O -3.228307 0.498882 -0.378948  -0.370
H -3.580916 1.089822 -1.044289  0.622
H -3.797832 0.624840 0.380003  -2.211
O -0.088227 -1.425372 3.150010  0.723
H 0.627668 -1.343093 2.519973  0.736
H -0.701172 -0.730840 2.908853  -0.537
O 0.769347 4.576501 -0.642595  0.059
H 0.834197 5.395359 -0.151176  0.643
H 1.642867 4.448847 -1.012614  0.238
O -1.446402 1.815816 -0.821315  0.365
H -2.170743 1.212934 -0.653654  0.183
H -0.863972 1.706096 -0.069672  -0.169
O -5.742096 -0.739679 3.816795  -0.742
H -4.843858 -0.764436 4.146637  0.320
H -6.081294 -1.620125 3.978007  0.395
O 3.213565 0.422463 -3.796073  -1.502
H 3.328394 0.493527 -4.743698  0.657
H 4.017826 0.005106 -3.487511  0.136
O 3.778729 2.141335 -2.027456  -1.480
H 4.729053 2.209743 -1.935656  0.717
H 3.650975 1.519227 -2.743627  0.372
O 1.580760 -0.762202 1.597799  -0.334
H 1.736209 -1.686192 1.402116  0.614
H 1.806300 -0.304173 0.788123  -0.019
O 2.877351 4.496041 -1.506359  -0.481
H 3.007506 3.565331 -1.688229  -0.838
H 3.715539 4.902941 -1.725698  0.374
O -4.021944 2.015101 3.576500  -0.244
H -4.740780 1.806891 4.173293  0.292
H -3.265463 2.145571 4.148285  -0.773
O -4.229296 1.255795 1.445134  -0.185
H -5.151302 1.008386 1.515302  0.323
H -3.991885 1.549019 2.324844  -0.053

Forces on atoms 1 to 2 (eV/Å):
C 0.195 0.234 0.409
O -0.414 -0.090 -0.794